ORCA calculation (the ωB97M-V functional and the def2-TZVPD basis) on C14H33ClIOP2Pt as an isolated structure in a non-equilibrium geometry.

The geometry in ORCA input format:
```
! wB97M-V def2-TZVPD RIJCOSX def2/J DEFGRID3
* xyz 3 5
H 3.16933 -2.24265 3.60561
H -2.96941 -0.71942 -2.24185
H 0.37458 1.57231 3.58499
H -0.66453 -1.95190 5.62778
C -1.18989 0.97877 4.92813
H -1.00389 2.07372 1.64068
H -2.63064 2.04717 -1.10134
H 2.44317 -1.41106 -2.72612
H 4.13110 -1.64764 -3.30298
H 0.63876 -2.86265 4.83047
H -0.19250 1.16437 -4.02551
Pt -0.49210 -0.17783 0.32586
C -1.49195 1.91532 2.60894
H 3.75988 -1.78733 -1.55752
H 2.68023 -1.96889 1.92617
C -0.60690 1.06827 3.52118
C -1.69017 2.15481 -1.64399
Cl -2.88681 -0.26555 0.45735
H -2.15627 -0.23366 -3.78400
C -0.92172 -2.12526 3.43654
H -1.84581 2.62332 -2.62008
H -0.47839 0.63009 5.67984
H -1.52005 -1.59698 -2.81551
C 3.49824 -1.26570 -2.48780
H -1.00173 2.76723 -1.05275
H -2.07969 0.35220 4.97941
C 2.30322 -2.04336 2.95434
H -2.82412 -3.04739 3.76226
C 0.34985 0.88227 -3.10943
C -2.01213 -0.61443 -2.76285
H 1.72601 0.64855 5.07312
H 2.16325 0.09906 2.82094
H -2.45826 1.43614 2.43349
H -1.64363 2.89075 3.08220
H -1.48999 1.98328 5.24265
H 0.97366 0.00919 -3.32477
H -2.85847 -1.28100 3.99131
H 1.00060 1.70413 -2.79540
H 1.34251 -1.01870 5.56112
C -0.43105 -2.63062 4.80026
O 2.47940 0.10382 0.31053
P -0.12868 -0.57300 2.72907
C 1.90791 -0.40664 4.84780
P -0.91496 0.53522 -1.85651
C -2.44200 -2.09117 3.37993
H 1.61784 -2.89920 3.01697
C 1.65089 -0.71405 3.36526
C 1.31771 0.04368 0.29142
H -0.95470 -3.57102 5.02721
H -2.78653 -1.96500 2.34882
I 4.00716 0.68562 -2.46656
H -0.55248 -2.86246 2.70826
H 2.97295 -0.60306 5.04442
*
```

The value obtained for the gap between HOMO and LUMO (alpha / beta) is 5.758 / 4.321 eV. For the highest occupied orbital energy (alpha / beta), the calculation gives -14.7 / -19.0 eV.

ORCA calculation (the ωB97M-V functional and the def2-TZVPD basis) on C28H39F21Ni2O18 as an isolated structure in a non-equilibrium geometry.

The geometry in ORCA input format:
```
! wB97M-V def2-TZVPD RIJCOSX def2/J DEFGRID3
* xyz 0 5
H 1.15578 17.85866 -23.09125
H 2.67558 18.68424 -8.67009
O -1.75034 16.97955 -18.08194
O 0.60390 20.11141 -12.93957
O -0.91366 13.88025 -18.07644
H 2.23784 15.73245 -23.47643
H -0.67893 20.46973 -18.17036
F -9.40788 10.56005 -17.10280
H -2.15983 19.75170 -13.14581
H -3.94334 20.02353 -12.63896
H 2.06344 13.99604 -15.51785
C 1.85416 19.06414 -10.72338
H -5.74731 14.58973 -16.66351
O -3.00012 12.71221 -22.24638
C -4.12798 13.48756 -21.74069
F -1.27504 11.56792 -23.76998
C 1.40912 16.29330 -20.35596
F -0.52795 11.03575 -21.86210
Ni -1.66668 15.41885 -19.41384
C -1.50493 21.17005 -16.30195
F -5.42808 20.30233 -7.56107
F 1.36799 16.93295 -14.00836
C -2.89108 20.29160 -12.54423
H -3.86315 14.51951 -21.51038
H 2.66304 19.71857 -11.04827
C -2.09027 11.93401 -17.18061
H -1.87923 19.43375 -17.43417
F -2.08919 11.47692 -18.38295
C -7.48033 11.86725 -17.59846
C -0.76778 12.02956 -22.60416
O -7.30238 11.94073 -18.80957
O -2.73384 21.18915 -18.30133
H 0.47106 16.86211 -24.39222
H -4.19054 12.31599 -19.83334
O -3.25403 20.85373 -10.13823
H -1.29954 17.51926 -17.40369
F 1.55257 17.61768 -18.23822
H -2.43810 21.26627 -15.74693
C 1.37349 14.64392 -16.05852
O -3.83884 19.32287 -19.24326
H 2.92145 17.38877 -9.88375
C -4.48562 21.56429 -19.96515
H -6.13083 14.05821 -18.15933
F -7.88157 10.62024 -15.55402
F -4.58346 22.77353 -19.33698
C 0.54897 16.98038 -23.31145
C -1.78856 12.97487 -21.87027
H -4.19301 14.42461 -18.40100
C -5.15762 21.08456 -8.66397
H -1.46206 20.66499 -10.97644
O -5.23764 17.46856 -17.72186
F 1.16576 18.66929 -15.29663
C 2.24785 18.16948 -9.53041
C 0.92833 18.94786 -12.95125
O -3.49987 15.03219 -18.72494
F -0.58749 17.87322 -14.36508
C 1.40643 15.84564 -22.78069
F -6.33933 21.47636 -9.23108
O -2.57492 16.73065 -20.62823
H -2.79197 21.32156 -12.88695
C -6.60898 14.17531 -17.18683
H -2.68974 17.05017 -21.54433
H -5.51550 11.98413 -20.98663
O -7.06277 12.92782 -16.77112
C 0.69604 18.02348 -14.15959
H 1.38203 14.59732 -17.14749
H -2.20978 19.11297 -10.80285
O -0.93727 13.57468 -15.91616
F -7.68042 9.49760 -17.46592
F -5.69566 21.08026 -20.21504
H -8.39133 15.23531 -16.35147
H 0.88035 14.89674 -22.67618
F -3.88196 21.67467 -21.13372
O 2.03776 16.21162 -21.54170
H 0.02816 14.82735 -14.54292
O -1.43828 13.89099 -21.11725
O 1.47225 18.30968 -11.87694
C -4.47387 20.27296 -9.68546
F 0.39600 12.64461 -22.86223
C -1.65113 20.47148 -17.67748
C 2.25573 17.06550 -19.23423
H 1.33485 17.86399 -9.01933
F 3.00081 18.07370 -19.80629
H 0.97665 19.58409 -10.33904
Ni -3.69493 17.11120 -18.85485
H -0.49193 15.58490 -16.08025
H -8.58753 14.89769 -18.09676
C -3.69164 20.56346 -19.06685
F 3.06196 16.15512 -18.73219
F -1.70523 10.99785 -16.30753
H 1.89907 15.58901 -15.92185
F -4.55748 22.18353 -8.30185
C -7.87761 15.14982 -17.30901
O 0.25653 15.87636 -20.11283
H -0.44991 17.14654 -22.90808
C -8.11748 10.62250 -16.88941
H -4.87262 13.56082 -22.53331
H -1.11364 22.18738 -16.29532
H -5.61338 13.30794 -20.13461
H -0.72933 20.60652 -15.78334
C -0.05415 14.69803 -15.62209
C -1.27641 13.23599 -17.12821
H -5.85305 17.90565 -17.10157
O -4.89814 19.14115 -10.03119
F -3.36518 12.26309 -16.97669
H -7.44649 16.10367 -17.61302
C -4.81977 12.73752 -20.61722
C -2.41206 20.14368 -11.09406
*
```

The value obtained for the gap between HOMO and LUMO (alpha / beta) is 8.324 / 8.156 eV. For the highest occupied orbital energy (alpha / beta), the calculation gives -8.1 / -7.9 eV.

ORCA calculation (the ωB97M-V functional and the def2-TZVPD basis) on the molecule C3H3FOS in a non-equilibrium geometry.

The geometry in ORCA input format:
```
! wB97M-V def2-TZVPD RIJCOSX def2/J DEFGRID3
* xyz 0 1
O -1.60450 -0.40638 0.84381
H -1.63423 0.96058 -1.43074
F 1.68419 -0.66083 -0.34363
H 0.46456 -1.67275 1.00904
C 0.72306 -0.67516 0.67396
C -0.67100 0.93604 -0.92968
H 1.10213 -0.19421 1.53238
C -0.59946 -0.03959 0.19188
S 0.53526 1.75230 -1.54702
*
```

The value obtained for the gap between HOMO and LUMO is 7.697 eV. For the highest occupied orbital energy, the calculation gives -9.3 eV. As for the SMILES: O=C(C=S)CF.

ORCA calculation (the ωB97M-V functional and the def2-TZVPD basis) on an isolated ion of composition C6H11ClN3 and charge +1 in a non-equilibrium geometry.

The geometry in ORCA input format:
```
! wB97M-V def2-TZVPD RIJCOSX def2/J DEFGRID3
* xyz 1 1
H 1.20398 1.25436 2.20549
H -2.38546 1.23248 -1.57902
H -1.69348 -1.80570 0.96094
H 1.67271 -2.34938 0.97481
C -2.22934 -0.13383 0.12795
C 2.11347 -0.70729 -0.87701
C 1.24765 -0.53156 0.26785
N 1.24936 -1.39338 1.22818
H 0.06444 0.59342 -1.72478
Cl -3.99234 -0.32101 0.17743
C 0.46728 0.72471 0.43014
H 2.62268 0.19980 -0.93953
H 0.57831 -1.31479 1.95283
H -2.21200 1.96168 0.01478
C -0.30482 1.18527 -0.86730
H -0.11298 2.27685 -1.15728
C -1.83200 1.11714 -0.61144
N 0.56592 1.44655 1.43999
N -1.41371 -0.91988 0.63385
H 1.49674 -0.98156 -1.87837
H 2.89356 -1.53388 -0.77951
*
```

The value obtained for the gap between HOMO and LUMO is 9.317 eV. For the highest occupied orbital energy, the calculation gives -14.1 eV. As for the SMILES: [H]/N=C(\Cl)CC/C(=N/[H])C(C)=[NH2+].

ORCA calculation (the ωB97M-V functional and the def2-TZVPD basis) on a 3-piece molecular cluster, C26H59N3O12P2 overall in a non-equilibrium geometry.

The geometry in ORCA input format:
```
! wB97M-V def2-TZVPD RIJCOSX def2/J DEFGRID3
* xyz 0 1
C 5.18769 -4.61368 3.01736
P -2.93086 2.53271 -4.20702
H 1.95644 1.66955 -2.20234
H 6.89950 -2.01900 4.98441
N 1.61156 -0.34092 2.83742
H 5.36863 -1.81482 0.35327
H -1.80475 -1.37285 0.27051
H -2.03356 -0.56605 1.95855
O -8.60312 0.09956 1.28870
C 4.84052 -0.65889 -2.38576
C -10.63445 -1.37120 -1.16450
H 4.09626 0.17820 -2.03481
H -2.30119 -0.34064 -2.15262
H 0.29094 2.98666 -0.57152
H 6.25834 -0.66777 -4.30480
H -2.98759 5.49923 -6.29303
H 6.79128 -1.50167 -1.30380
H -6.25339 3.24076 -3.50831
H -11.49710 2.47496 -0.68653
C 0.74353 -2.85730 0.00334
H -10.66059 -2.43641 -0.92152
N 0.87010 -2.32267 1.41187
H 1.75718 -3.09567 -0.53290
O -8.05338 1.38310 -0.57250
C 1.40012 2.80599 -0.22043
H 0.68277 1.93807 1.76684
C 5.44188 -0.73939 0.83367
H 4.29302 0.09617 4.07578
H 2.50427 -0.53280 6.47189
H -5.43372 1.70178 -3.86744
O -4.20589 3.35509 -3.56439
H -1.21534 0.45596 -3.31723
C 6.08887 -4.02099 4.25364
P -9.35313 0.68358 -0.15666
H -2.81419 -2.26231 1.60510
H 6.94956 -4.80344 4.46162
O -2.91557 3.58586 -5.57937
H 3.25708 -1.48564 -0.07734
H 3.49666 -2.44422 1.53238
H -7.34343 -1.30302 0.39174
H 6.63156 0.16544 2.56078
H -2.74520 -0.28545 -3.87551
H -5.39903 2.37572 -2.21351
H -1.67056 5.18538 -5.15496
H 2.53063 1.73143 1.45027
C 2.03937 4.17379 0.49886
H 6.94475 0.22863 -2.06959
H -7.15534 -1.06629 2.13737
H -3.35258 5.35761 -4.56521
C -0.49454 -2.25311 2.06096
C 2.42778 2.47102 -1.48672
O -1.62056 3.14497 -3.69726
H 0.68046 0.05955 3.08708
C -1.85539 -1.60276 1.41829
H 1.50409 4.42048 1.53232
C -2.26114 0.26192 -3.06307
H 5.20455 -5.79805 3.01136
H -10.75792 -1.25516 -2.24436
H -9.96105 3.27669 -1.13333
O -10.10310 1.26772 -1.60207
H 5.40392 -3.95287 5.20831
H -11.14423 2.84460 -2.39164
H 2.08117 5.09355 -0.23136
O 5.91474 0.20641 -0.19185
C -5.38219 2.62231 -3.27827
C 6.51743 -0.91151 2.10286
H 5.54528 -4.27249 1.95585
C 6.22034 -0.49069 -1.47159
H 0.17599 -3.90458 0.09801
C -10.70695 2.53754 -1.43869
O -2.94602 1.47952 -2.83464
C 1.14552 0.11657 0.38265
H 1.67342 -0.10243 -0.65215
C 2.14617 -1.22165 3.94384
H 4.32681 -1.71422 -2.22316
H 4.91921 0.71887 -4.26834
C -2.72035 4.97611 -5.36933
C 6.77271 -2.53305 3.91549
H 3.17379 3.94810 0.79260
H 4.43082 -1.11536 -4.63265
O -0.61064 -2.82469 3.29121
H 1.28005 -1.28394 4.76328
H 3.36824 1.94466 -0.98375
N 3.36739 -0.10892 6.04038
H 2.77258 3.45571 -2.02047
O 4.15854 -0.31239 1.48473
O 5.82804 -1.76542 3.08886
H 0.03446 -2.20216 -0.69832
H -6.54995 0.17092 1.02781
H 7.55194 -1.32515 1.73532
C 1.46622 1.63174 0.92086
C 1.62706 -1.01537 1.48351
C 5.13494 -0.41070 -4.01310
C 3.36882 -0.37276 4.66683
H -11.45630 -0.86780 -0.64651
C 3.21119 -1.37289 1.10945
H 2.43798 -2.30700 3.62148
H -0.01867 0.07714 0.15810
H 4.06011 -4.29888 3.21038
C -7.34823 -0.55630 1.18816
H 7.81635 -2.71573 3.39401
O -9.37942 -0.84018 -0.78314
*
```

The value obtained for the gap between HOMO and LUMO is 5.594 eV. For the highest occupied orbital energy, the calculation gives -8.8 eV. As for the SMILES: [H]/N=C\CN[C@@](CCC(C)C)(CO[C@H](COCCC)OCCC)N(C)C(C)=O.COP(=O)(OC)OC.COP(=O)(OC)OC.

ORCA calculation (the ωB97M-V functional and the def2-TZVPD basis) on a 2-piece molecular cluster, C4H8OS overall in a non-equilibrium geometry.

The geometry in ORCA input format:
```
! wB97M-V def2-TZVPD RIJCOSX def2/J DEFGRID3
* xyz 0 1
H 1.47918 2.12115 -0.79754
H -2.05559 0.26012 1.19788
C 0.92268 -1.84564 -0.41913
C -2.16299 -0.59809 0.60785
C 0.98960 -0.66314 -0.27106
H 2.76453 0.98692 -0.40223
S -1.85690 -0.19071 -1.14312
C 1.88764 1.42874 -0.07098
H -3.14962 -0.98102 0.70512
H 0.90581 -2.87408 -0.53900
O 0.99845 0.44654 0.43647
H 2.06036 2.17332 0.65037
H -1.46296 -1.35336 0.99453
H -1.32020 1.08926 -0.94915
*
```

The value obtained for the gap between HOMO and LUMO is 9.103 eV. For the highest occupied orbital energy, the calculation gives -8.4 eV. As for the SMILES: C#COC.CS.